# C15H16ClN3O3S

C15H16ClN3O3S in the gas phase at a distorted geometry (wB97M-V/def2-TZVPD, the OMol25 dataset).

Computed properties:
- HOMO energy (Ha) = -0.3162
- SMILES string = Cc1nc(NC(=O)COc2ccc(Cl)cc2)sc1C(=O)N(C)C
- largest force on an atom (eV/Å) = 1.3
- calculated total energy (Ha) = -1829.58751
- ΔE to the lowest compared entry with this formula, charge and spin (kcal per mole) = 0.00

Positions of all 39 atoms, in Å:
C (-1.944, -0.583, -4.508)
C (-1.738, -0.509, -3.040)
C (-0.528, -0.533, -2.378)
S (-0.812, -0.385, -0.664)
C (-2.522, -0.331, -0.988)
N (-2.826, -0.415, -2.241)
N (-3.512, -0.229, -0.045)
C (-3.537, -0.283, 1.320)
O (-4.593, -0.268, 1.906)
C (-2.204, -0.396, 2.051)
O (-1.410, 0.722, 1.726)
C (-0.103, 0.731, 2.118)
C (0.664, 1.791, 1.630)
C (2.007, 1.879, 1.926)
C (2.598, 0.902, 2.715)
C (1.846, -0.145, 3.216)
C (0.496, -0.233, 2.919)
H (-0.072, -1.055, 3.324)
H (2.310, -0.895, 3.837)
Cl (4.288, 0.995, 3.073)
H (2.598, 2.697, 1.544)
H (0.182, 2.532, 1.013)
H (-1.711, -1.332, 1.746)
H (-2.420, -0.430, 3.126)
H (-4.436, -0.159, -0.466)
C (0.782, -0.487, -3.049)
O (0.833, -0.152, -4.225)
N (1.908, -0.795, -2.357)
C (1.972, -1.314, -1.014)
H (2.923, -1.829, -0.889)
H (1.911, -0.518, -0.263)
H (1.173, -2.032, -0.832)
C (3.185, -0.586, -3.003)
H (3.711, -1.535, -3.129)
H (3.003, -0.146, -3.982)
H (3.799, 0.089, -2.405)
H (-1.632, 0.353, -4.968)
H (-2.996, -0.760, -4.713)
H (-1.332, -1.370, -4.942)

Cartesian forces, eV/Å:
0.01 0.06 -0.14
0.93 -0.10 0.13
-0.66 -0.09 0.14
-0.56 0.06 -0.61
1.34 -0.07 0.00
-0.89 0.04 0.20
-0.72 0.16 -0.30
0.32 0.04 0.26
-0.01 -0.02 0.18
-0.15 -0.23 0.36
-0.13 0.22 0.13
0.36 0.10 0.07
-0.24 -0.14 0.04
0.00 -0.09 0.06
-0.18 -0.11 0.03
0.21 0.17 -0.07
-0.38 0.01 -0.13
-0.08 -0.09 0.03
0.06 -0.05 0.05
0.19 0.02 0.04
0.07 0.07 -0.03
-0.05 0.10 -0.10
-0.01 0.07 0.06
-0.01 -0.03 -0.22
0.14 -0.04 0.12
0.06 0.02 -0.11
-0.09 0.03 -0.19
0.25 -0.03 -0.05
-0.14 -0.05 0.24
-0.04 -0.01 0.02
0.08 -0.06 0.08
0.09 -0.03 0.03
0.06 0.13 -0.26
0.03 0.01 0.01
0.11 -0.04 0.10
0.06 -0.02 0.01
0.00 -0.01 -0.10
-0.05 -0.03 -0.01
0.01 0.01 -0.09